Entry from the OMol25 dataset: a structure of composition C25H44O15Si2 (the ωB97M-V functional and the def2-TZVPD basis).

CARTESIAN COORDINATES (ANGSTROEM)
O (-0.314372, 2.146411, -1.262580)
O (0.280875, 3.135416, -2.060421)
C (1.440944, 2.613435, -2.714336)
Si (2.878106, 2.158113, -1.491241)
O (2.327636, 2.509291, 0.102794)
Si (3.562598, 3.264032, 1.061669)
H (-0.745891, 2.638348, -0.545739)
H (1.847111, 3.459199, -3.336977)
H (1.234294, 1.767339, -3.422456)
H (3.302113, 0.753518, -1.640880)
H (4.043913, 3.006919, -1.831291)
H (2.922192, 3.871063, 2.236882)
H (4.482601, 2.189007, 1.472924)
H (4.276099, 4.311162, 0.294500)
O (5.907109, 0.461115, -1.456949)
C (5.923081, -0.442484, -0.667097)
O (5.685958, -0.284812, 0.659303)
C (5.888083, -1.537113, 1.336072)
C (5.730902, -2.595403, 0.267433)
C (6.244940, -1.883558, -0.971277)
H (6.888248, -1.537538, 1.777525)
H (5.151984, -1.644503, 2.132782)
H (6.257963, -3.515147, 0.495149)
H (4.672116, -2.837418, 0.137260)
H (7.326079, -1.989184, -1.083658)
H (5.732329, -2.216538, -1.871657)
O (-4.827163, -1.896120, 0.810091)
C (-3.947928, -1.081393, 0.873102)
O (-2.894977, -1.045946, 0.019329)
C (-1.974258, -0.023582, 0.434466)
C (-2.794071, 0.930500, 1.277372)
C (-3.816824, 0.004871, 1.910768)
H (-1.166458, -0.492090, 1.003365)
H (-1.550841, 0.465996, -0.441909)
H (-2.197275, 1.488410, 1.999558)
H (-3.303289, 1.652332, 0.632130)
H (-3.449462, -0.435193, 2.840115)
H (-4.769590, 0.506170, 2.074823)
O (-0.844714, -4.235351, -5.421062)
C (-1.306861, -3.436671, -4.657303)
O (-1.022157, -3.411438, -3.330226)
C (-1.821274, -2.406870, -2.685747)
C (-2.213907, -1.444630, -3.786519)
C (-2.305312, -2.358081, -4.996221)
H (-2.687719, -2.890868, -2.228180)
H (-1.237594, -1.919868, -1.905956)
H (-3.134302, -0.900488, -3.574000)
H (-1.417462, -0.711149, -3.939894)
H (-3.294991, -2.809000, -5.093402)
H (-2.027453, -1.843691, -5.913858)
O (1.934706, 6.010039, 2.553453)
C (1.270422, 6.477417, 1.672598)
O (0.731241, 7.723134, 1.711693)
C (-0.093548, 7.925669, 0.554126)
C (0.408373, 6.930725, -0.471744)
C (0.871211, 5.776862, 0.398781)
H (-1.135458, 7.745482, 0.833477)
H (0.005810, 8.955131, 0.210963)
H (-0.345917, 6.652606, -1.207977)
H (1.262937, 7.350763, -1.008695)
H (0.059768, 5.079476, 0.616852)
H (1.717717, 5.254207, -0.041375)
O (6.551970, -4.729495, 2.229652)
C (5.545612, -5.372633, 2.345900)
O (4.654877, -5.561367, 1.340310)
C (3.514539, -6.279481, 1.836049)
C (4.005703, -6.997642, 3.075241)
C (5.059048, -6.041269, 3.606331)
H (2.720675, -5.561179, 2.058326)
H (3.159285, -6.971585, 1.073353)
H (3.211280, -7.218552, 3.787956)
H (4.477088, -7.942797, 2.793682)
H (4.628485, -5.284631, 4.265616)
H (5.869105, -6.568001, 4.106406)
O (-9.158268, 2.733514, 1.315363)
C (-8.788278, 1.640708, 0.993424)
O (-7.495174, 1.336178, 0.711515)
C (-7.409458, -0.024575, 0.255443)
C (-8.649485, -0.703518, 0.795833)
C (-9.663291, 0.427949, 0.796369)
H (-7.378847, -0.024479, -0.838161)
H (-6.496583, -0.481122, 0.633473)
H (-8.955608, -1.569700, 0.209506)
H (-8.472013, -1.037650, 1.821508)
H (-10.178634, 0.514705, -0.162388)
H (-10.380416, 0.328592, 1.608562)

Forces on the atoms, in the same order (eV/Å):
-0.3 -1.4 0.3
0.3 1.3 -1.0
0.9 -0.3 0.0
-1.1 0.1 0.8
2.1 0.7 -1.0
-1.1 -0.8 -0.1
0.5 0.3 -0.3
-0.7 -0.6 0.6
-0.2 0.7 0.6
-0.2 0.0 0.1
-0.1 0.0 0.1
0.0 -0.2 -0.1
0.2 0.1 0.0
-0.1 -0.1 0.0
-0.2 0.1 0.4
0.4 0.2 -0.5
-0.1 0.1 -0.3
0.0 -0.3 0.3
0.0 -0.4 -0.3
-0.4 -0.3 0.3
0.0 0.0 0.0
0.0 0.3 0.0
0.0 0.1 0.0
0.1 0.0 0.0
0.0 0.1 -0.1
0.3 0.2 -0.1
0.3 0.0 -0.4
-0.2 -0.4 0.4
-0.3 -0.1 0.1
0.4 0.2 -0.1
0.0 0.4 0.2
0.1 0.5 -0.2
-0.1 0.0 0.0
-0.1 -0.3 -0.1
0.0 -0.1 -0.1
0.0 0.0 0.0
-0.1 0.0 0.0
0.0 -0.3 0.2
0.2 0.0 0.4
-0.1 -0.5 -0.5
0.1 0.0 -0.2
-0.1 0.1 0.4
-0.2 0.4 -0.1
0.1 0.5 0.2
0.1 0.0 0.0
0.1 -0.3 0.0
0.1 -0.1 0.1
-0.1 0.0 0.0
0.1 0.0 -0.1
-0.1 -0.3 -0.1
-0.2 0.6 0.0
0.1 -0.5 0.5
0.2 -0.1 0.0
-0.2 0.2 -0.2
-0.1 -0.1 -0.4
0.0 0.3 -0.5
0.0 0.0 0.0
0.0 0.0 0.2
0.0 0.1 0.1
-0.1 0.0 0.0
0.1 -0.1 0.0
-0.1 -0.2 0.2
-0.2 -0.3 -0.2
0.4 0.4 0.3
0.3 0.0 0.1
-0.4 -0.2 -0.1
-0.1 -0.3 0.3
-0.2 -0.5 -0.1
0.1 0.0 0.0
0.1 0.2 -0.1
0.0 0.0 -0.1
-0.1 0.1 0.0
0.1 0.0 0.0
0.1 0.3 0.1
0.4 -0.1 0.0
-0.5 0.5 -0.1
-0.1 0.1 0.1
0.3 -0.3 -0.1
-0.2 -0.4 0.0
0.2 -0.5 0.2
0.0 0.0 0.0
-0.1 0.2 -0.1
0.1 0.0 0.0
0.0 0.0 -0.1
-0.1 0.1 0.1
-0.1 0.3 -0.2

The value obtained for the energy is -2686.58369 Ha. The value obtained for the HOMO energy is -0.34917 Eh. The spin multiplicity is 1. The value obtained for the lowest unoccupied orbital energy is 0.160 eV.



Entry from the OMol25 dataset: a structure of composition C25H44O2P2Sn (the ωB97M-V functional and the def2-TZVPD basis).

CARTESIAN COORDINATES (ANGSTROEM)
Sn (-1.820794, 0.952980, -1.048917)
C (2.151733, 1.340707, 0.469237)
C (2.059579, 1.387446, -0.949079)
C (0.372676, 2.694750, -0.093263)
C (1.113507, 2.144333, 1.004434)
C (0.959255, 2.224010, -1.296633)
C (3.217475, 0.668045, 1.238214)
H (3.510329, -0.272097, 0.763195)
H (2.896585, 0.450085, 2.260051)
H (4.127216, 1.284241, 1.305388)
C (0.826082, 2.373177, 2.433211)
H (1.644440, 1.987484, 3.052069)
H (-0.117190, 1.905342, 2.770556)
H (0.747956, 3.454724, 2.623664)
C (-0.693904, 3.717296, 0.032962)
H (-0.197375, 4.705982, 0.015718)
H (-1.251138, 3.639039, 0.980561)
H (-1.432384, 3.724363, -0.789316)
C (0.515868, 2.506085, -2.684530)
H (0.995332, 3.427245, -3.049125)
H (-0.570699, 2.660184, -2.784233)
H (0.801004, 1.695351, -3.372325)
C (2.959810, 0.708343, -1.908910)
H (3.597234, 1.437269, -2.442404)
H (2.390491, 0.151746, -2.674170)
H (3.622672, 0.004320, -1.387863)
C (-0.418259, -3.002615, 0.895529)
C (0.878919, -2.968347, 0.511696)
C (1.572778, -3.216580, -0.801240)
C (0.647485, -3.598819, -1.975208)
C (-0.373085, -2.633227, -2.445215)
C (-1.648789, -2.476819, -2.035408)
C (-2.397225, -2.953591, -0.829871)
C (-1.604984, -3.695738, 0.273823)
H (2.261531, -4.064460, -0.632897)
H (0.136140, -4.539430, -1.621882)
H (2.234814, -2.386932, -1.112934)
H (-1.258929, -4.687219, -0.082359)
H (-0.685170, -2.453735, 1.807139)
H (1.600588, -2.923694, 1.336232)
H (-2.320253, -3.880712, 1.101131)
H (-2.933089, -2.090984, -0.351353)
H (-2.280384, -1.797806, -2.642317)
H (-3.223040, -3.583248, -1.209417)
H (1.269270, -3.841271, -2.856433)
H (-0.061366, -2.000107, -3.300904)
P (-1.334574, -5.752579, -2.023468)
C (-1.862730, -6.846261, -0.644716)
C (-0.161251, -6.806206, -2.946040)
P (-2.909150, -4.334012, -4.373732)
C (-2.822942, -5.691219, -3.066537)
C (-2.271737, -5.392701, -5.763662)
C (-4.674369, -4.775928, -4.710001)
H (-2.732051, -6.413035, -0.127450)
H (-1.050544, -6.935405, 0.091011)
H (-2.121565, -7.841622, -1.036913)
H (-0.576409, -7.822001, -3.035370)
H (0.791414, -6.844921, -2.399181)
H (0.040656, -6.389842, -3.943060)
H (-4.741607, -5.849666, -4.935429)
H (-5.035007, -4.191402, -5.562671)
H (-5.272208, -4.545930, -3.820880)
H (-3.716576, -5.593773, -2.422623)
H (-2.865257, -6.659569, -3.604602)
H (-2.478631, -4.860447, -6.701863)
H (-2.804252, -6.353387, -5.776365)
H (-1.191739, -5.558227, -5.674237)
C (-4.919050, 1.300032, 1.219810)
O (-3.775759, 0.756433, 0.531131)
C (-2.546672, 0.655019, 1.096338)
O (-2.267642, 0.432248, 2.257147)
H (-4.669925, 2.239757, 1.709522)
H (-5.273151, 0.543171, 1.907873)
H (-5.637434, 1.461950, 0.409908)

Forces on the atoms, in the same order (eV/Å):
0.9 0.1 0.9
-0.3 0.6 -1.2
0.8 -0.6 1.9
-0.8 -1.0 -1.8
0.8 -0.9 -0.1
-2.0 0.4 0.8
0.5 -0.3 0.4
0.0 0.0 0.1
0.1 -0.1 -0.1
-0.2 -0.1 0.0
0.2 0.2 0.4
-0.3 0.1 -0.1
0.3 0.1 -0.2
-0.1 -0.2 0.1
-0.2 0.8 0.3
-0.5 -0.1 0.0
0.3 0.0 -0.3
0.2 0.1 0.0
0.2 0.5 -0.6
-0.1 -0.2 -0.1
0.4 0.1 0.0
-0.1 0.3 0.2
0.3 -0.2 -0.2
-0.2 -0.3 0.1
0.2 0.2 0.2
-0.2 0.2 -0.2
0.5 0.7 -0.3
-0.2 -0.2 0.6
-0.2 -0.9 -0.2
0.9 -0.1 0.3
-1.0 1.0 -0.2
0.5 1.3 -0.2
-0.2 -0.2 0.4
-0.4 0.2 -0.3
-0.1 0.3 -0.2
0.4 0.5 -0.3
-0.4 0.0 0.4
-0.3 0.8 0.5
0.5 -0.8 0.2
-0.2 1.2 -0.2
0.4 -0.1 -0.5
0.5 -0.5 -0.4
0.5 -0.4 0.2
0.1 0.1 0.3
-0.2 -0.3 0.4
-0.3 -0.6 0.4
-1.4 -3.0 -0.8
0.2 0.3 0.5
0.5 0.5 0.0
-0.7 -1.2 -0.6
0.0 0.6 0.1
0.2 0.4 0.0
0.0 0.3 0.0
0.3 -0.1 -0.3
-0.2 -0.1 -0.2
0.1 0.3 0.0
0.0 0.4 0.0
-0.2 -0.1 -0.1
-0.1 -0.1 0.3
-0.2 0.3 0.0
-0.1 -0.2 0.2
-0.1 0.0 -0.3
0.5 -0.1 -0.1
0.1 0.3 0.4
0.2 -0.2 0.2
0.2 0.2 -0.1
-0.2 0.0 -0.2
-0.6 -0.3 -0.2
0.0 0.6 -0.4
1.8 -1.1 1.4
-0.9 0.8 -2.1
0.1 -0.2 0.1
-0.2 0.2 0.3
0.0 0.0 0.4

The value obtained for the energy is -2025.70128 Ha. The value obtained for the HOMO energy (spin up / spin down) is -0.46699 / -0.47259 Eh. The spin multiplicity is 1. The energy above the lowest of the compared OMol25 structures with the same formula, charge and spin is 253.5 kJ/mol. As for the total charge: +2. The value obtained for the lowest unoccupied orbital energy (spin up / spin down) is -6.894 / -8.295 eV.



Question: Which value of energy does entry 1 give?
Answer: -2686.58369 Ha